Entry 1:
{"formula": "C3H9F4InN2O12PS4", "method": "ωB97M-V with the def2-TZVPD basis set", "spin_multiplicity": 2, "total_charge": 2, "homo_ha": [-0.6570, -0.6472], "gap_ha": [0.1656, 0.2058], "s_squared": 1.79, "e_lumo_ev": [-13.373, -12.013], "elements": ["In", "N", "S", "O", "O", "F", "S", "O", "O", "F", "N", "S", "O", "O", "F", "S", "O", "O", "F", "C", "O", "P", "O", "O", "C", "O", "C", "H", "H", "H", "H", "H", "H", "H", "H", "H"], "xyz": [[-2.822, -0.305, 0.296], [-1.453, 0.594, 2.714], [-0.077, 1.241, 3.150], [0.993, 0.311, 3.631], [0.074, 2.576, 3.703], [0.521, 1.628, 1.701], [-1.899, 0.546, 4.365], [-2.663, 1.682, 4.844], [-1.131, -0.181, 5.348], [-3.141, -0.437, 3.990], [-2.199, 2.313, -0.596], [-3.143, 3.515, -1.471], [-3.579, 3.274, -2.783], [-3.204, 4.905, -0.947], [-4.516, 3.012, -0.781], [-0.903, 2.977, -1.082], [-0.214, 3.934, -0.194], [-0.684, 3.166, -2.547], [-0.169, 1.557, -0.860], [1.769, -0.415, -2.603], [1.503, -1.719, -2.432], [0.938, -2.301, -1.049], [-0.210, -1.494, -0.536], [0.505, -3.827, -1.480], [1.407, -4.600, -2.300], [2.228, -2.437, -0.025], [2.815, -1.405, 0.716], [2.533, -0.152, -3.334], [1.979, -0.007, -1.614], [0.815, -0.003, -2.930], [1.692, -5.571, -1.896], [2.377, -4.112, -2.398], [1.058, -4.841, -3.304], [3.288, -1.781, 1.623], [1.961, -0.775, 0.965], [3.551, -0.869, 0.117]]}

---

Entry 2:
{"formula": "C34H31N3O4", "method": "ωB97M-V with the def2-TZVPD basis set", "spin_multiplicity": 1, "e_above_lowest_kcal_mol": 138.8, "homo_ha": -0.2358, "gap_ha": 0.1513, "e_lumo_ev": -2.299, "elements": ["C", "N", "C", "O", "C", "C", "C", "C", "C", "C", "C", "C", "N", "C", "C", "C", "C", "C", "C", "C", "C", "C", "C", "C", "C", "C", "C", "C", "C", "C", "C", "H", "H", "H", "H", "H", "H", "H", "H", "H", "H", "H", "H", "H", "H", "H", "H", "H", "H", "H", "H", "H", "H", "H", "H", "H", "H", "H", "O", "C", "C", "C", "C", "N", "O", "O", "C", "C", "H", "H", "H", "H"], "xyz": [[-0.707, -0.284, 5.594], [-0.760, -0.056, 4.168], [-1.931, 0.231, 3.513], [-3.045, 0.291, 4.023], [-1.585, 0.498, 2.051], [-1.998, 1.900, 1.611], [-1.323, 2.948, 2.461], [-1.889, 3.311, 3.688], [-1.230, 4.203, 4.532], [0.006, 4.740, 4.155], [0.550, 4.418, 2.907], [-0.136, 3.560, 2.045], [-0.142, 0.289, 2.013], [0.618, 0.669, 0.974], [2.006, 0.664, 1.039], [2.865, 1.321, 0.167], [4.280, 1.083, 0.220], [5.207, 2.044, -0.252], [6.577, 1.861, -0.123], [7.077, 0.703, 0.493], [6.186, -0.277, 0.951], [4.811, -0.107, 0.803], [0.434, -0.066, 3.336], [1.152, -1.382, 3.396], [0.556, -2.543, 3.071], [1.211, -3.840, 3.115], [0.461, -5.012, 2.858], [1.062, -6.266, 2.884], [2.433, -6.384, 3.168], [3.189, -5.233, 3.431], [2.592, -3.971, 3.407], [-1.723, -0.251, 5.999], [-0.260, -1.261, 5.805], [-0.097, 0.489, 6.081], [-2.072, -0.279, 1.438], [-1.756, 2.030, 0.551], [-3.087, 1.952, 1.746], [-2.848, 2.873, 3.980], [-1.681, 4.465, 5.490], [0.538, 5.410, 4.831], [1.511, 4.831, 2.595], [0.265, 3.340, 1.052], [0.090, 0.983, 0.066], [2.457, 0.114, 1.870], [2.455, 2.065, -0.503], [4.804, 2.945, -0.714], [7.257, 2.627, -0.501], [8.149, 0.566, 0.615], [6.563, -1.186, 1.426], [4.122, -0.890, 1.141], [1.126, 0.726, 3.679], [2.177, -1.335, 3.777], [-0.501, -2.549, 2.775], [-0.605, -4.903, 2.641], [0.466, -7.158, 2.683], [2.906, -7.366, 3.187], [4.253, -5.317, 3.657], [3.183, -3.075, 3.608], [2.979, 3.426, -1.728], [3.158, 4.115, -2.764], [2.645, 3.720, -4.080], [2.914, 4.440, -5.215], [3.687, 5.622, -5.138], [4.020, 6.324, -6.331], [4.716, 7.364, -6.247], [3.608, 5.871, -7.426], [4.165, 6.090, -3.892], [3.910, 5.377, -2.748], [2.058, 2.807, -4.133], [2.553, 4.118, -6.191], [4.743, 7.013, -3.871], [4.282, 5.729, -1.788]]}

---

Total energy per entry: -99449.4679, -48416.5924 eV